Entry 1:
# C4H6N2O

The molecule C4H6N2O at a distorted geometry (ωB97M-V/def2-TZVPD, OMol25).

Geometry as XYZ:
```
13
Properties=species:S:1:pos:R:3:forces:R:3:mulliken_charge:R:1
C -1.306565 0.635387 -1.287648 -2.41 2.98 -4.08 -0.9104
C -0.214731 0.241639 -0.483985 -0.44 -3.80 2.25 0.5970
C 0.478402 0.757949 0.545594 -0.76 2.54 -1.28 -0.7515
C 1.075666 -0.262625 1.221164 2.46 0.36 1.31 0.5778
O 1.843847 -0.329791 2.300620 1.17 -0.35 0.94 -0.5417
N 0.963962 -1.333303 0.577091 -3.00 -3.75 -0.76 -0.7160
N -0.196631 -1.075946 -0.173389 2.70 -4.98 -6.31 -0.0386
H -0.988119 1.051184 -2.440506 -0.93 -1.93 2.84 0.2302
H -1.379346 1.627785 -0.860096 -1.65 0.63 -0.12 0.2447
H -2.352879 -0.010417 -1.239489 3.14 1.77 -0.18 0.2724
H 0.152731 1.699206 0.688858 0.27 3.47 1.67 0.3468
H 2.106393 -1.296467 2.298512 -0.30 1.44 0.32 0.3920
H -0.182733 -1.704602 -1.146727 -0.23 1.62 3.39 0.2974
```
Forces are in eV/Å.

Results
Energy = -9269.16960 eV
Structure (SMILES) = Cc1cc(O)n[nH]1



Entry 2:
# C26H25F3NO5

A cluster of 2 separate species, C26H25F3NO5 in total at a distorted geometry (ωB97M-V/def2-TZVPD, OMol25).

Geometry as XYZ:
```
60
Properties=species:S:1:pos:R:3:forces:R:3:mulliken_charge:R:1
C -1.492356 4.363257 2.016050 0.18 0.06 -0.03 -1.3911
C -2.986876 4.172840 2.139537 -0.85 -0.38 -0.16 1.5966
C -3.650479 5.361119 2.842688 0.04 -0.37 -0.25 -1.7063
O -3.618913 4.048847 0.843704 0.43 0.30 0.49 -0.3932
C -3.332610 2.923967 0.118729 -0.01 -0.81 -1.11 -0.2743
O -3.590579 2.881160 -1.063774 0.11 0.50 1.10 -0.6309
C -2.789952 1.769863 0.888115 -0.46 0.45 0.65 0.3859
C -2.445745 0.641480 0.215186 -1.07 0.51 1.23 -1.1740
C -2.012586 -0.571237 0.891773 0.69 -0.68 0.37 1.0877
C -1.082046 -0.546862 1.957625 -0.59 -0.13 -0.40 -1.4617
C -0.814768 -1.660574 2.739727 -0.69 -0.34 -0.65 1.0725
C -1.488077 -2.886017 2.463899 -0.15 1.27 -1.16 0.5174
N -1.208147 -4.015339 3.181936 -0.15 -0.98 1.05 0.0907
C -0.048201 -4.064633 4.052874 0.09 0.14 -0.23 -0.6614
C 0.117637 -2.765341 4.825095 -0.13 0.19 0.01 -0.8644
C 0.140968 -1.556051 3.884303 0.62 0.13 0.23 -0.9162
C -1.697662 -5.306502 2.731892 0.11 0.13 -0.23 -0.6907
C -3.118838 -5.207152 2.203289 -0.17 0.17 -0.09 -0.8319
C -3.226526 -4.142452 1.111217 -0.16 -0.56 -0.48 -0.8389
C -2.420872 -2.921826 1.389765 0.68 0.47 0.55 0.6559
C -2.601778 -1.807937 0.584957 0.02 0.87 0.21 -0.9459
C -3.118990 1.781492 2.341575 0.42 -1.06 0.00 0.5737
O -3.305964 0.786078 3.006480 -0.07 1.04 -0.04 -0.6320
O -3.307751 3.000283 2.916425 0.09 0.63 -0.04 -0.3788
H -1.015621 3.522006 1.506611 -0.05 0.14 0.05 0.2920
H -1.302725 5.285005 1.459403 0.03 -0.15 0.00 0.3602
H -1.068687 4.468772 3.017837 0.00 -0.06 -0.10 0.3631
H -4.728963 5.194168 2.933655 0.24 -0.01 -0.06 0.3930
H -3.219666 5.482761 3.841331 -0.06 -0.05 -0.18 0.3799
H -3.469985 6.265601 2.253621 -0.05 -0.15 0.11 0.3950
H -2.653959 0.688305 -0.837384 0.09 -0.40 -0.19 0.6006
H -0.575935 0.392904 2.186859 -0.14 -0.19 0.01 0.4809
H -0.176525 -4.907235 4.743324 0.01 0.13 -0.11 0.3968
H 0.871078 -4.263355 3.468516 -0.11 0.03 0.05 0.2954
H -0.706697 -2.654772 5.540708 0.07 -0.10 -0.13 0.3049
H 1.050866 -2.799303 5.395028 -0.12 -0.03 0.04 0.3848
H 1.156553 -1.428349 3.477618 -0.14 -0.03 0.14 0.3444
H -0.080309 -0.644914 4.458014 0.08 -0.17 -0.12 0.3594
H -1.040037 -5.712929 1.940883 -0.07 0.03 0.07 0.3060
H -1.652899 -6.001090 3.578096 0.01 0.09 -0.09 0.3899
H -3.426729 -6.171332 1.790617 -0.01 -0.01 0.16 0.3799
H -3.804061 -4.954872 3.022138 0.18 -0.06 -0.03 0.2962
H -2.889612 -4.552186 0.146313 -0.15 -0.08 0.18 0.3400
H -4.279005 -3.852951 0.977141 0.23 -0.13 0.00 0.3809
H -3.286467 -1.849657 -0.264663 0.10 -0.09 0.23 0.4542
F 0.662604 -3.187384 -6.726999 0.55 0.24 0.09 -0.2872
C 1.485614 -2.476407 -5.902553 -0.64 0.65 0.84 0.8825
F 2.378342 -3.364700 -5.371558 -0.21 0.34 -0.52 -0.2857
F 2.210031 -1.633765 -6.709342 -0.04 -0.62 -0.02 -0.2763
C 0.722314 -1.731582 -4.834577 0.84 -0.69 -1.16 0.1999
C 1.354048 -1.467404 -3.617590 -0.55 0.04 0.21 -0.5488
C 0.646590 -0.851450 -2.611477 -0.53 0.46 0.21 -0.3854
C -0.718472 -0.358687 -2.766874 0.91 -0.61 -1.06 -0.0036
O -1.301499 0.299840 -1.858522 0.60 -0.51 -1.29 -0.6216
C -1.291730 -0.674639 -4.081482 -0.11 0.54 0.89 -0.5849
C -0.582406 -1.296207 -5.083983 0.11 -0.09 0.49 -0.5255
H 2.395297 -1.743788 -3.454090 -0.26 -0.12 -0.06 0.3223
H 1.107780 -0.679049 -1.645325 0.05 0.10 0.00 0.3516
H -2.316613 -0.363656 -4.260603 0.05 0.10 0.01 0.3525
H -1.035276 -1.446685 -6.066058 0.09 -0.10 0.31 0.3237
```
Forces are in eV/Å.

Results
Energy = -47250.44071 eV
Total charge = -1